Entry 1:
C8H26F3O10Zr as an isolated structure at a distorted geometry, computed with ωB97M-V/def2-TZVPD.

Computed properties:
maximum force = 2.99 eV Å⁻¹
molecular weight = 430.50 g/mol
E_LUMO = -3.209 eV
net charge = +1
HOMO = -12.0 eV
frontier orbital gap = 8.781 eV
spin multiplicity = 1

Geometry as XYZ:
```
48
Properties=species:S:1:pos:R:3:forces:R:3:lowdin_charge:R:1
Zr 25.094 -0.245 28.360 -0.758 0.212 -2.230 1.9585
C 28.075 -1.502 27.748 0.397 -0.499 0.612 -0.2134
O 27.078 -0.886 28.504 -1.880 1.094 -0.175 -0.4735
H 28.636 -0.815 27.103 -0.374 0.019 -0.244 0.0720
H 28.840 -1.932 28.413 -0.140 0.082 0.024 0.0759
H 27.658 -2.357 27.202 0.127 0.222 -0.374 0.0774
C 22.830 2.242 27.870 -0.565 0.642 -1.205 -0.2242
O 23.569 1.146 28.215 2.178 -1.947 0.620 -0.4645
H 21.769 1.978 27.745 -0.016 0.102 0.653 0.0816
H 22.982 3.078 28.559 -0.303 -0.053 0.128 0.0757
H 23.040 2.637 26.855 0.516 -0.168 0.227 0.0802
C 24.356 -1.768 25.543 0.723 -0.531 0.047 -0.3733
O 25.513 -1.128 25.010 -0.481 -0.074 -0.418 -0.1305
O 24.334 -1.483 26.842 0.102 0.798 2.295 -0.2422
C 23.096 -1.301 24.793 0.402 0.750 -0.083 -0.5545
F 21.989 -1.516 25.491 -0.299 -0.481 -0.035 0.1668
F 23.126 0.022 24.550 0.176 -0.114 -0.138 0.1611
F 23.026 -1.947 23.618 -0.251 0.089 0.053 0.1586
C 26.075 -1.654 23.841 1.134 -1.016 -1.346 -0.2410
C 27.405 -0.965 23.537 -0.721 0.496 0.119 -0.0445
H 27.210 0.023 23.111 0.131 0.007 0.059 0.0817
H 27.989 -0.838 24.449 0.096 -0.169 -0.056 0.0703
H 27.962 -1.533 22.797 0.064 -0.079 0.052 0.0846
H 25.420 -1.594 22.967 -0.183 0.306 0.201 0.1266
H 26.282 -2.729 23.950 -0.197 0.090 0.403 0.1321
H 24.455 -2.854 25.386 -0.059 0.046 -0.249 0.1761
C 20.820 -3.011 29.320 -0.776 -0.745 -0.145 -0.2363
C 21.464 -1.902 28.585 0.043 1.419 -0.655 -0.2234
O 22.570 -1.355 29.306 0.216 -0.107 0.097 -0.1220
O 20.394 -2.506 30.588 0.502 -0.239 -0.018 -0.0514
H 21.467 -3.890 29.411 0.133 0.147 0.210 0.1264
H 19.937 -3.330 28.752 0.084 -0.037 -0.034 0.1298
H 20.709 -1.126 28.391 0.095 0.077 0.354 0.1383
H 21.826 -2.124 27.588 0.161 -0.590 0.152 0.1009
H 22.262 -1.198 30.207 -0.169 -0.069 -0.031 0.0890
H 20.418 -3.245 31.203 -0.183 0.120 0.152 0.0933
O 26.470 1.898 28.791 -0.279 0.187 0.542 -0.0683
H 26.166 2.372 29.571 -0.125 0.337 -0.241 0.0702
H 27.264 2.366 28.507 0.157 -0.311 -0.086 0.0977
O 24.974 0.434 30.497 0.422 0.293 1.151 -0.0944
H 25.735 0.843 30.928 0.100 -0.270 0.061 0.1009
H 24.226 0.550 31.096 -0.228 -0.009 -0.284 0.1180
O 25.769 0.759 26.553 0.408 0.534 -0.868 -0.1332
H 25.697 0.234 25.712 0.021 -0.270 0.203 0.0544
H 26.111 1.628 26.335 -0.144 0.162 0.349 0.1034
O 25.102 -2.119 29.688 -0.320 -0.662 0.454 -0.1111
H 25.583 -2.209 30.517 0.266 0.093 -0.134 0.0972
H 24.772 -2.995 29.461 -0.207 0.116 -0.171 0.1028
```
Positions in Å, forces in eV/Å.

Entry 2:
A 6-piece molecular cluster, C8H26IO8 overall at a distorted geometry, computed with ωB97M-V/def2-TZVPD.

Computed properties:
energy above the lowest of the compared OMol25 structures with the same formula, charge and spin = 0.0 kcal per mole
maximum force = 2.00 eV Å⁻¹
molecular weight = 377.19 g/mol
E_LUMO = 2.832 eV
net charge = -1
HOMO = -5.6 eV
frontier orbital gap = 8.477 eV
spin multiplicity = 1

Geometry as XYZ:
```
43
Properties=species:S:1:pos:R:3:forces:R:3:lowdin_charge:R:1
I -0.012 -0.484 -0.176 0.019 0.132 0.083 0.3343
C 2.353 -2.736 -3.624 0.156 -0.719 0.098 -0.1911
O 1.256 -2.819 -2.780 -1.184 -0.197 0.325 -0.1565
H 2.359 -3.691 -4.150 0.264 -0.011 -0.198 0.0717
H 2.257 -1.948 -4.371 0.295 0.290 0.074 0.0741
H 3.244 -2.688 -2.997 0.483 0.347 -0.460 0.0782
H 1.209 -2.053 -2.203 -0.103 0.268 0.179 -0.0455
C -0.914 2.935 2.316 -0.889 -0.844 0.235 -0.1709
O 0.159 2.036 2.521 0.678 1.029 0.155 -0.1678
H -1.731 2.245 2.109 -0.811 0.759 -0.133 0.0594
H -1.142 3.518 3.208 0.225 -0.248 0.238 0.0722
H -0.833 3.659 1.504 0.449 -0.129 -0.304 0.0637
H 0.117 1.472 1.745 0.376 -0.614 -0.220 -0.0886
C -4.218 -0.290 -0.226 0.810 0.556 -0.605 -0.2394
C -3.968 0.301 1.169 -0.109 -0.742 -0.834 -0.2600
O -4.298 1.675 1.128 -0.275 0.298 0.544 -0.0673
O -3.345 0.272 -1.230 -1.120 -0.258 0.745 -0.1256
H -5.229 -0.038 -0.545 -0.077 0.095 0.108 0.1092
H -4.137 -1.377 -0.253 0.119 -0.217 0.318 0.1075
H -2.941 0.179 1.513 0.237 0.012 -0.345 0.0834
H -4.568 -0.268 1.878 -0.325 0.097 0.188 0.1106
H -5.039 1.797 1.725 0.031 0.228 -0.064 0.0777
H -2.459 0.061 -0.927 0.671 -0.027 -0.119 -0.1135
C 1.183 4.040 -1.083 1.274 -1.113 0.107 -0.2124
C 2.373 3.043 -1.361 -0.280 0.257 0.742 -0.2600
O 1.951 1.902 -2.040 -0.108 0.004 -1.997 -0.1284
O 0.795 4.814 -2.243 0.256 -0.667 1.283 -0.0712
H 1.402 4.672 -0.223 0.286 0.599 -0.461 0.1079
H 0.430 3.370 -0.666 -0.752 0.091 -0.530 0.0944
H 2.863 2.618 -0.485 -0.186 0.878 0.903 0.1115
H 3.184 3.518 -1.913 -0.214 0.125 -0.405 0.1083
H 1.491 1.277 -1.475 -0.258 -0.109 0.499 -0.0902
H 0.445 4.174 -2.868 -0.045 -0.121 -0.158 0.0771
C 2.306 -3.203 1.919 0.330 0.833 0.917 -0.2925
C 0.957 -3.817 2.208 0.373 -0.775 -0.085 -0.2296
O 0.839 -5.066 1.458 -0.553 1.261 0.602 -0.0791
O 2.457 -2.855 0.573 0.668 -1.220 -0.738 -0.1227
H 3.111 -3.850 2.265 0.107 -0.270 -0.536 0.1139
H 2.461 -2.265 2.452 -0.371 0.064 0.778 0.1121
H 0.242 -3.014 2.031 -0.657 -0.439 -0.731 0.0781
H 0.783 -4.106 3.245 0.478 0.015 0.129 0.1107
H 0.817 -4.809 0.533 0.118 0.031 -0.285 0.0711
H 1.794 -2.201 0.341 -0.390 0.453 -0.042 -0.1145
```
Positions in Å, forces in eV/Å.

Entry 3:
A 6-piece molecular cluster, C8H27Br2NO5PS overall, computed with ωB97M-V/def2-TZVPD.

Computed properties:
maximum force = 0.83 eV Å⁻¹
molecular weight = 440.15 g/mol
E_LUMO = -3.949 eV
net charge = +1
HOMO = -12.2 eV
frontier orbital gap = 8.301 eV
spin multiplicity = 1

Geometry as XYZ:
```
45
Properties=species:S:1:pos:R:3:forces:R:3:lowdin_charge:R:1
C -0.382 -2.504 -1.417 0.143 0.064 -0.055 -0.1103
C -0.766 -1.072 -1.203 -0.713 -0.186 0.387 -0.7754
Br 0.457 0.195 -1.764 0.143 0.292 -0.126 0.9449
C -1.915 -0.678 -0.632 0.674 -0.324 -0.257 -0.8385
Br -2.485 1.055 -0.293 -0.060 0.175 0.010 0.9170
N -2.880 -1.683 -0.150 -0.050 0.178 0.038 -0.1449
P -3.736 -2.768 -1.399 -0.153 -0.762 0.116 0.3842
S -3.690 -4.579 -0.862 0.016 0.089 -0.046 0.3047
H 0.700 -2.611 -1.379 0.019 0.025 0.059 0.0852
H -0.783 -3.164 -0.651 -0.115 -0.133 -0.016 0.0592
H -0.696 -2.838 -2.411 -0.023 -0.038 0.089 0.0969
H -2.460 -2.328 0.530 0.125 -0.023 -0.048 0.1142
H -3.612 -1.174 0.354 -0.001 -0.036 0.125 0.1033
H -3.061 -2.338 -2.541 0.055 0.227 -0.033 0.0085
H -4.961 -2.101 -1.393 -0.069 0.242 -0.115 0.0026
C -0.068 -1.067 2.611 0.049 0.233 -0.284 -0.1405
O 0.192 0.291 2.270 -0.157 -0.119 -0.017 -0.1214
H 0.029 -1.145 3.689 -0.007 -0.023 0.026 0.0903
H -1.097 -1.360 2.343 0.024 0.008 0.061 0.0592
H 0.633 -1.756 2.133 -0.020 -0.017 0.032 0.0664
H 0.154 0.398 1.313 0.108 -0.058 0.083 0.0163
C 4.394 1.902 -2.586 -0.085 0.011 -0.042 -0.1376
O 3.227 2.095 -3.390 0.049 0.085 0.063 -0.1354
H 5.135 2.608 -2.952 0.029 0.011 0.000 0.0850
H 4.203 2.114 -1.532 0.000 0.007 -0.003 0.0611
H 4.794 0.891 -2.696 -0.001 0.003 -0.005 0.0780
H 2.549 1.484 -3.099 0.056 -0.098 -0.035 -0.0078
C 2.461 -4.455 2.030 -0.070 0.061 -0.103 -0.1340
O 1.259 -4.162 1.302 -0.048 0.012 0.091 -0.1554
H 3.250 -3.854 1.586 0.023 0.007 -0.004 0.0811
H 2.365 -4.189 3.084 -0.010 0.017 0.006 0.0795
H 2.729 -5.508 1.946 0.001 -0.010 -0.019 0.0812
H 0.558 -4.700 1.681 0.033 -0.063 -0.014 0.0714
C 1.779 3.345 -0.216 0.132 -0.009 0.097 -0.1683
O 3.054 3.428 0.399 -0.047 -0.045 -0.094 -0.1115
H 1.921 3.574 -1.271 -0.011 0.007 -0.021 0.0793
H 1.362 2.335 -0.128 -0.035 0.083 0.031 0.0118
H 1.071 4.062 0.209 -0.017 -0.007 -0.023 0.0788
H 2.960 3.240 1.336 0.003 0.024 0.062 0.0800
C -3.054 5.075 1.133 -0.022 -0.028 -0.088 -0.1459
O -3.631 4.533 -0.055 -0.057 0.015 0.123 -0.1309
H -3.564 6.015 1.320 -0.006 0.024 0.015 0.0831
H -3.202 4.421 1.995 -0.005 -0.001 -0.001 0.0761
H -1.987 5.276 1.010 0.000 0.001 -0.005 0.0744
H -3.203 3.698 -0.253 0.103 0.081 -0.060 -0.0159
```
Positions in Å, forces in eV/Å.